{"formula": "C3H7N3S", "method": "ωB97M-V with the def2-TZVPD basis set", "largest_force_ha_per_bohr": 0.0974, "e_lumo_ev": 0.7, "de_lowest_kcal_mol": 107.2, "e_homo_ev": -7.56, "charge": 0, "smiles": "CNN1C=CSN1", "species": ["C", "N", "N", "C", "C", "S", "N", "H", "H", "H", "H", "H", "H", "H"], "positions_angstrom": [[-1.61791, 0.40512, 0.03249], [-0.29151, 0.02236, -0.41077], [0.70902, 0.07260, 0.77783], [1.37900, -1.18445, 0.67984], [2.57890, -1.09914, 0.05897], [2.87623, 0.53400, -0.45851], [1.58117, 1.07541, 0.63470], [-1.78873, 1.44277, 0.33333], [-2.34950, 0.05926, -0.73076], [-1.58738, -0.17030, 1.01480], [0.13082, 0.53359, -1.15876], [1.07150, -1.98511, 1.19755], [3.13331, -1.96026, -0.24709], [1.27924, 1.97911, 0.50561]], "atomic_forces_ev_per_a": [[0.639, -1.222, 1.283], [0.798, -0.573, 1.141], [-4.017, -0.586, -1.203], [3.471, 3.283, -1.504], [-2.028, 0.292, 0.289], [0.493, 0.395, -0.391], [3.672, -2.390, 0.476], [0.106, 0.267, -0.387], [0.262, 0.185, 0.880], [-1.269, 0.527, -1.214], [0.122, 0.516, -0.440], [-1.610, -2.726, 1.460], [0.601, -0.021, 0.016], [-1.240, 2.054, -0.405]]}

---

{"formula": "C39H42ClN2O5P", "method": "ωB97M-V with the def2-TZVPD basis set", "largest_force_ha_per_bohr": 0.0181, "e_lumo_ev": -1.9, "e_homo_ev": -9.11, "charge": 0, "smiles": "CNCC1=C(Cl)C(=O)C(P(=O)(O)O)=C(CN)C1=O.c1ccccc1.c1ccccc1.c1ccccc1.c1ccccc1.c1ccccc1", "species": ["C", "N", "C", "C", "C", "Cl", "C", "O", "C", "P", "O", "O", "O", "C", "C", "N", "C", "O", "H", "H", "H", "H", "H", "H", "H", "H", "H", "H", "H", "H", "C", "C", "C", "C", "C", "C", "H", "H", "H", "H", "H", "H", "C", "C", "C", "C", "C", "C", "H", "H", "H", "H", "H", "H", "C", "C", "C", "C", "C", "C", "H", "H", "H", "H", "H", "H", "C", "C", "C", "C", "C", "C", "H", "H", "H", "H", "H", "H", "C", "C", "C", "C", "C", "C", "H", "H", "H", "H", "H", "H"], "positions_angstrom": [[-5.96433, -0.68353, -0.13002], [-4.94354, -1.61532, 0.36890], [-4.01885, -2.08650, -0.67216], [-3.48780, -0.94138, -1.47638], [-3.79439, -0.66096, -2.74332], [-4.86864, -1.55671, -3.72715], [-3.12817, 0.50449, -3.40090], [-2.81207, 0.50487, -4.56452], [-2.88462, 1.67977, -2.50857], [-2.99467, 3.31633, -3.30860], [-1.71319, 3.92534, -3.64077], [-3.93199, 3.12284, -4.58412], [-3.90043, 4.17757, -2.31881], [-2.57284, 1.42867, -1.22544], [-2.22283, 2.46504, -0.19508], [-1.06719, 3.27290, -0.63320], [-2.52029, -0.01714, -0.81578], [-1.73074, -0.41348, -0.00211], [-6.77497, -0.65075, 0.59684], [-5.56240, 0.32990, -0.18845], [-6.37084, -0.97301, -1.10454], [-5.44217, -2.43206, 0.70262], [-3.16521, -2.55710, -0.17782], [-4.46036, -2.82894, -1.34219], [-4.02661, 2.20459, -4.86988], [-4.50102, 3.62120, -1.80618], [-3.07411, 3.12853, -0.03469], [-1.99552, 1.93560, 0.72721], [-0.42499, 3.38833, 0.14199], [-0.53472, 2.78445, -1.34506], [-3.93278, -0.36696, 3.29781], [-2.79357, 0.42243, 3.21506], [-2.42431, 1.23289, 4.28105], [-3.19569, 1.25857, 5.43413], [-4.33680, 0.47289, 5.52087], [-4.70190, -0.33925, 4.45598], [-4.22068, -1.00229, 2.46721], [-2.18624, 0.39630, 2.32084], [-1.53138, 1.84207, 4.21517], [-2.90631, 1.88752, 6.26612], [-4.93973, 0.49273, 6.41980], [-5.59008, -0.95551, 4.52808], [-2.75933, -4.57984, 3.10221], [-2.67728, -5.96245, 3.19584], [-3.00906, -6.59722, 4.38476], [-3.42056, -5.84937, 5.47949], [-3.49847, -4.46659, 5.38608], [-3.16904, -3.83109, 4.19706], [-2.49972, -4.08261, 2.17542], [-2.35210, -6.54551, 2.34366], [-2.94541, -7.67516, 4.45880], [-3.67965, -6.34504, 6.40623], [-3.81554, -3.88201, 6.24034], [-3.22873, -2.75381, 4.12375], [2.76508, 0.29414, -1.97497], [3.83875, 0.31600, -2.85279], [3.64407, 0.65179, -4.18687], [2.37314, 0.96313, -4.64966], [1.29855, 0.94130, -3.77157], [1.49466, 0.61016, -2.43809], [2.92027, 0.03403, -0.93516], [4.83150, 0.07204, -2.49696], [4.48729, 0.67108, -4.86550], [2.21992, 1.22307, -5.68875], [0.29720, 1.16863, -4.11845], [0.64641, 0.58835, -1.76242], [7.19918, 3.10274, -1.88974], [8.27986, 3.12365, -2.76120], [8.08959, 3.46458, -4.09284], [6.81872, 3.78249, -4.55302], [5.73784, 3.75630, -3.68295], [5.92840, 3.41718, -2.35056], [7.34750, 2.84135, -0.84946], [9.27039, 2.87508, -2.40218], [8.93190, 3.48334, -4.77241], [6.67060, 4.04997, -5.59142], [4.74568, 3.99653, -4.04264], [5.08519, 3.39404, -1.67226], [6.24006, -0.45955, 2.55776], [6.60300, -0.23544, 1.23707], [6.17748, -1.10603, 0.24358], [5.38887, -2.20067, 0.56937], [5.02911, -2.42669, 1.89076], [5.45425, -1.55604, 2.88460], [6.56912, 0.22078, 3.33262], [7.21787, 0.61802, 0.98139], [6.45936, -0.92954, -0.78682], [5.05383, -2.87649, -0.20699], [4.41652, -3.28163, 2.14615], [5.17267, -1.73194, 3.91475]], "atomic_forces_ev_per_a": [[0.078, -0.115, 0.232], [-0.284, -0.015, -0.430], [0.261, -0.121, 0.084], [-0.305, -0.127, -0.169], [0.238, -0.036, 0.198], [-0.015, -0.148, -0.099], [0.102, 0.010, 0.304], [-0.286, 0.015, -0.251], [-0.153, -0.191, 0.013], [0.599, 0.506, -0.505], [-0.045, -0.061, 0.186], [-0.412, -0.367, 0.483], [0.128, -0.226, 0.178], [-0.307, 0.414, -0.368], [0.743, -0.100, -0.175], [0.059, -0.262, 0.179], [-0.182, 0.118, -0.193], [0.208, -0.074, 0.462], [-0.032, 0.003, -0.042], [0.050, -0.016, -0.113], [-0.070, 0.073, -0.036], [0.186, -0.038, 0.199], [-0.014, -0.018, 0.016], [-0.103, 0.085, -0.079], [0.231, 0.121, -0.288], [-0.148, 0.207, -0.093], [-0.101, -0.043, 0.094], [-0.206, 0.026, 0.152], [-0.091, 0.142, 0.034], [-0.088, 0.135, -0.137], [-0.069, 0.007, 0.122], [0.010, 0.016, 0.020], [-0.003, 0.003, -0.011], [0.009, 0.006, 0.005], [-0.011, -0.017, 0.002], [-0.015, 0.032, -0.022], [0.071, 0.119, 0.031], [0.047, -0.061, -0.023], [0.001, -0.003, -0.002], [-0.002, 0.006, 0.001], [-0.001, -0.003, 0.003], [0.002, -0.007, 0.005], [-0.016, -0.005, -0.012], [-0.006, 0.002, -0.012], [-0.001, -0.003, 0.005], [-0.003, -0.001, 0.001], [-0.015, -0.018, -0.002], [0.011, 0.005, -0.015], [0.024, 0.010, 0.007], [-0.002, -0.004, -0.004], [0.001, -0.005, 0.001], [0.005, -0.003, 0.005], [0.001, 0.006, 0.003], [0.021, 0.003, 0.020], [-0.006, 0.032, 0.025], [0.035, -0.006, -0.026], [0.010, -0.007, -0.003], [0.026, -0.002, 0.058], [-0.169, -0.043, 0.049], [-0.051, -0.018, -0.015], [0.001, -0.012, 0.002], [0.012, 0.024, 0.001], [0.011, 0.009, 0.005], [-0.006, 0.002, -0.007], [0.047, 0.086, -0.071], [0.038, -0.027, 0.051], [-0.004, -0.013, 0.000], [0.007, -0.006, 0.004], [-0.001, -0.004, -0.006], [0.002, -0.012, 0.000], [-0.015, 0.002, -0.007], [-0.007, -0.014, 0.020], [-0.001, -0.001, 0.005], [0.005, 0.005, 0.002], [0.004, 0.000, -0.003], [-0.001, 0.000, -0.005], [-0.009, -0.003, 0.005], [-0.013, -0.006, -0.008], [-0.003, 0.003, 0.003], [-0.004, 0.011, 0.000], [-0.013, 0.022, -0.040], [-0.009, 0.001, -0.006], [-0.009, 0.000, 0.002], [0.000, 0.003, 0.002], [0.007, -0.001, 0.004], [0.003, 0.003, -0.003], [0.017, -0.002, -0.001], [0.003, -0.004, -0.004], [-0.007, -0.002, 0.001], [-0.003, -0.001, 0.004]]}

---

{"formula": "C2H8BN", "method": "ωB97M-V with the def2-TZVPD basis set", "largest_force_ha_per_bohr": 0.1211, "e_lumo_ev": 0.8, "de_lowest_kcal_mol": 20.7, "e_homo_ev": -10.26, "charge": 0, "smiles": "CCBN", "species": ["C", "C", "B", "N", "H", "H", "H", "H", "H", "H", "H", "H"], "positions_angstrom": [[-1.48555, -0.21516, 0.40477], [-0.18745, 0.66229, 0.36189], [1.33475, 0.27706, 0.15146], [1.36495, -0.72654, -0.91588], [-1.18931, -1.09499, 1.09484], [-2.27439, 0.23905, 0.83605], [-1.78758, -0.70499, -0.55682], [-0.40102, 1.35962, -0.40524], [-0.32706, 1.42067, 1.16459], [2.30540, 0.62927, 0.71684], [2.11934, -1.06354, -1.40970], [0.52793, -0.78275, -1.44279]], "atomic_forces_ev_per_a": [[4.517, -4.254, -0.523], [-1.223, 1.932, 1.667], [-1.520, -2.834, -2.018], [-0.616, 2.372, 2.481], [-0.854, 1.059, -0.973], [-2.554, 1.814, 1.236], [0.350, 0.646, 0.650], [0.112, 0.910, -1.629], [0.328, -0.734, 0.257], [0.147, 0.214, 0.112], [2.030, -0.761, -0.904], [-0.715, -0.364, -0.355]]}

---

Number 1: E_tot -680.81133 Ha. Number 2: E_tot -2798.61029 Ha. Number 3: E_tot -160.60538 Ha.